Entry from the OMol25 dataset: a cluster of 12 separate species, C14H53F3NO13PSi in total in a non-equilibrium geometry (wB97M-V/def2-TZVPD).

Output
Frontier orbital gap (Ha): 0.3450
Molar mass (g mol⁻¹): 559.63
E_tot (a.u.): -2528.25167
LUMO (hartree): 0.001
Structure (SMILES): N=P(O)(O)[SiH2]CCC(F)(F)F.CO.CO.CO.CO.CO.CO.CO.CO.CO.CO.CO

XYZ file:
```
86
Properties=species:S:1:pos:R:3:forces:R:3:mulliken_charge:R:1
N 0.376557 2.719410 -0.429750 2.32 -2.61 -1.45 -0.566
P 1.516710 1.527201 -0.447843 -0.31 3.93 -2.12 0.802
O 2.990411 2.019305 0.366973 -2.50 -0.61 0.19 -0.615
O 1.918724 1.165248 -2.128583 0.87 -1.31 3.50 -0.445
Si 0.851823 -0.367938 0.446106 -0.53 -1.71 1.31 0.203
C 0.734214 -0.380239 2.366668 -0.25 -0.18 1.28 0.035
C 2.065462 0.168122 3.151091 -0.62 -0.25 1.36 -0.483
C 2.455986 -0.980980 4.298061 0.80 0.83 0.45 0.631
F 3.594829 -0.504232 5.150396 -3.62 -1.93 -2.58 -0.270
F 1.297245 -1.177342 5.200008 3.86 0.00 -2.79 -0.233
F 2.882362 -2.275922 3.655097 -1.56 3.83 2.45 -0.252
H 0.179805 2.961628 -1.429378 0.13 -0.03 1.08 0.034
H 2.707883 2.335774 1.285435 0.28 -0.45 -1.64 0.352
H 2.475749 0.312093 -2.157057 -1.09 1.83 0.01 0.298
H 1.830610 -1.394095 0.002079 0.06 0.25 -0.03 -0.167
H -0.485073 -0.667943 -0.126534 0.28 0.22 -0.04 -0.122
H 0.535005 -1.503922 2.699439 0.36 2.32 -0.90 -0.018
H -0.207082 0.232113 2.699439 1.85 -1.10 -0.58 0.187
H 1.766346 1.147695 3.760721 0.78 -2.23 -1.22 0.200
H 2.970926 0.440486 2.461773 -1.55 -1.00 1.48 0.347
C -1.408017 3.343392 2.795444 0.06 -0.22 -0.01 -0.537
O -0.149435 3.318065 2.147577 0.16 -0.05 0.41 -0.428
H -1.252635 3.476731 3.868544 -0.06 -0.09 -0.28 0.164
H -2.001045 4.176105 2.409131 -0.21 -0.05 0.17 0.315
H -1.928524 2.398876 2.619401 -0.26 0.12 0.08 0.187
H -0.319222 3.198835 1.197692 0.43 0.02 -0.19 0.342
C -5.137959 1.637137 1.878243 -0.10 -0.02 -0.19 -0.576
O -3.879376 1.611808 1.230377 0.22 -0.11 -0.54 -0.424
H -4.982577 1.770475 2.951344 0.07 -0.02 -0.19 0.210
H -5.730987 2.469848 1.491930 -0.19 -0.04 0.18 0.279
H -5.658465 0.692620 1.702201 -0.21 0.06 0.17 0.270
H -4.049165 1.492579 0.280491 0.22 0.09 0.54 0.263
C -0.452107 -4.580084 1.220403 0.01 -0.36 0.42 -0.550
O 0.487297 -3.710435 0.615726 0.76 0.56 -0.12 -0.443
H -1.419964 -4.454308 0.729586 0.18 0.02 -0.01 0.237
H -0.119228 -5.614593 1.105026 -0.32 0.04 0.07 0.236
H -0.548742 -4.333250 2.280480 -0.24 -0.16 0.02 0.276
H 1.335572 -3.844393 1.071588 -0.43 0.09 -0.34 0.248
C -2.029648 -7.543610 -0.851767 0.02 -0.23 -0.24 -0.496
O -0.812378 -7.496695 -0.130342 0.72 -0.35 0.06 -0.477
H -2.753698 -6.882189 -0.370370 0.24 -0.08 -0.10 0.184
H -1.859284 -7.208467 -1.877916 -0.31 -0.05 0.11 0.227
H -2.415914 -8.565778 -0.850355 -0.22 0.01 -0.07 0.313
H -0.190039 -8.092716 -0.580653 -0.32 0.37 0.34 0.270
C 1.102175 3.028814 -4.653848 0.43 0.13 0.01 -0.332
O 0.398493 4.252495 -4.762659 -0.15 0.74 -0.10 -0.536
H 0.385644 2.219972 -4.493141 0.12 0.25 -0.05 -0.024
H 1.656963 2.843118 -5.576917 -0.07 -0.20 0.22 0.380
H 1.790025 3.077142 -3.806170 0.01 -0.23 -0.04 0.228
H 1.059826 4.950907 -4.904741 -0.53 -0.32 0.08 0.279
C -1.922928 2.290733 -7.100219 0.09 0.30 0.17 -0.434
O -2.208018 3.600341 -6.644089 0.06 0.13 0.24 -0.551
H -2.625884 2.030376 -7.894911 0.04 0.10 0.12 0.328
H -0.903439 2.254272 -7.492190 0.02 -0.28 -0.05 0.210
H -2.032479 1.584202 -6.273874 0.02 -0.21 -0.15 0.146
H -1.568798 3.803366 -5.940168 -0.14 0.10 -0.29 0.284
C -0.033333 5.495408 4.929798 0.31 0.12 -0.08 -0.327
O -0.499602 6.814190 4.711143 0.16 0.54 -0.13 -0.531
H -0.864747 4.877558 5.276901 0.12 0.28 0.01 0.204
H 0.356370 5.085947 3.994489 0.02 -0.24 0.13 0.064
H 0.751526 5.506821 5.689993 0.03 -0.25 0.06 0.318
H 0.259397 7.338514 4.404010 -0.52 -0.25 0.15 0.296
C 0.509549 -6.099194 4.878280 0.16 0.11 -0.01 -0.564
O -0.194132 -4.875512 4.769469 0.08 0.56 -0.10 -0.472
H -0.206982 -6.908035 5.038986 0.05 0.21 -0.04 0.233
H 1.064337 -6.284889 3.955211 0.09 -0.26 0.06 0.241
H 1.197399 -6.050865 5.725957 0.08 -0.25 -0.03 0.287
H 0.467200 -4.177101 4.627386 -0.42 -0.31 0.17 0.253
C 4.803754 4.868294 1.488083 -0.21 -0.12 -0.26 -0.581
O 4.649631 4.357091 0.176855 -0.18 -0.03 -0.11 -0.539
H 5.697420 5.495730 1.522066 -0.12 -0.12 -0.05 0.249
H 3.929394 5.468801 1.751168 0.08 0.10 0.26 0.246
H 4.915578 4.040177 2.192176 0.08 0.11 0.28 0.234
H 3.849337 3.804954 0.177519 0.50 0.19 -0.25 0.387
C 0.090225 -0.307573 -6.081685 0.15 -0.17 -0.16 -0.638
O 1.138087 0.641593 -6.155655 0.50 -0.25 -0.44 -0.396
H -0.633715 0.020084 -5.332006 0.18 0.01 -0.09 0.197
H -0.403771 -0.382838 -7.053606 -0.21 -0.16 0.11 0.311
H 0.497359 -1.279264 -5.791703 -0.24 -0.13 0.02 0.294
H 1.764275 0.324271 -6.828353 -0.31 0.23 0.38 0.246
C -1.912477 -4.284327 -2.661035 -0.05 0.07 -0.13 -0.465
O -2.973456 -5.164178 -2.337633 -0.64 -0.01 -0.36 -0.477
H -1.169085 -4.314991 -1.861100 -0.14 -0.06 -0.07 0.103
H -1.448709 -4.600429 -3.598761 0.20 0.18 0.00 0.300
H -2.298531 -3.266684 -2.757960 0.25 0.12 -0.03 0.275
H -3.616831 -5.115699 -3.064987 0.30 -0.06 0.48 0.266
```
Positions in Å, forces in eV/Å.



Entry from the OMol25 dataset: a cluster of 15 separate species, C14H58O22 in total in a non-equilibrium geometry (wB97M-V/def2-TZVPD).

Output
Frontier orbital gap (Ha): 0.3440
Molar mass (g mol⁻¹): 578.60
E_tot (a.u.): -2223.39116
LUMO (hartree): 0.006

XYZ file:
```
94
Properties=species:S:1:pos:R:3:forces:R:3:mulliken_charge:R:1
O 4.651868 1.786241 -0.694034 -0.03 0.00 -0.70 -0.730
H 4.008425 2.525795 -0.705127 0.46 -0.54 0.60 0.343
H 4.562728 1.300656 0.141367 -0.22 0.23 0.07 0.295
O -3.134532 -3.137548 -0.879879 -0.20 0.61 -0.08 -0.556
H -3.746086 -3.818726 -0.587163 0.05 -0.11 0.09 0.246
H -3.716710 -2.448426 -1.263947 0.18 -0.15 0.10 0.349
O -1.352384 -1.787134 3.615914 0.56 -0.22 0.45 -0.679
H -1.071999 -1.269772 4.387800 -0.40 0.22 -0.30 0.298
H -0.507775 -2.251420 3.436804 -0.24 0.30 -0.51 0.304
O 3.088998 -2.285314 -0.750515 -1.41 -0.54 -0.31 -0.619
H 3.536724 -1.694729 -1.357416 0.55 0.50 -0.48 0.510
H 2.167307 -2.293180 -1.122193 0.97 -0.23 0.48 0.112
O -2.128619 1.948546 -0.049456 -0.31 -0.73 0.07 -0.481
H -2.206445 1.041380 0.307488 0.31 0.24 -0.17 0.139
H -3.052195 2.172971 -0.236377 0.10 0.41 0.23 0.207
O 1.362162 -1.710991 2.557850 0.56 -0.40 0.55 -0.695
H 2.106168 -1.633517 3.195613 -0.71 0.30 -0.68 0.251
H 1.251535 -0.869407 2.031123 0.28 -0.60 0.92 0.393
O 2.771438 3.633674 0.116378 -0.96 0.86 1.16 -0.708
H 2.367325 4.033384 0.929175 0.85 -0.54 -1.02 0.290
H 1.976042 3.388973 -0.383357 -0.20 -0.28 -0.20 0.369
O -1.888146 -0.886690 0.937434 -0.04 0.78 1.46 -0.470
H -2.332847 -1.609601 0.511562 -0.49 -0.90 -0.73 0.170
H -1.952724 -1.112107 1.907624 0.49 0.11 -0.62 0.250
C -3.434349 -1.087118 -3.770787 -0.52 0.51 -0.92 -0.031
C -4.006488 -0.034733 -2.836944 0.04 -0.79 -1.46 -0.107
O -4.698132 -0.764937 -1.848771 -0.37 0.30 1.24 -0.613
O -4.531532 -1.819054 -4.310295 0.11 -0.41 -0.24 -0.580
H -2.738084 -1.712066 -3.216266 0.20 -0.30 -0.12 -0.123
H -2.966571 -0.650956 -4.688692 0.04 -0.15 1.06 0.405
H -4.712436 0.504531 -3.490406 0.24 0.54 0.63 0.286
H -3.222428 0.530285 -2.372587 0.37 0.80 -0.04 0.168
H -4.780368 -0.192887 -1.055546 -0.17 -0.73 -0.20 0.222
H -5.245409 -1.894655 -3.668772 0.22 0.01 0.23 0.357
C 4.631247 -0.002886 -3.828366 1.23 -0.23 0.09 -0.414
C 6.141578 -0.238639 -4.107922 -1.56 1.51 -1.00 -0.423
O 6.571134 0.382409 -5.333518 -0.02 0.66 1.08 -0.554
O 4.363046 -0.358596 -2.483938 -0.20 1.90 1.35 -0.435
H 4.069838 -0.637855 -4.480384 -0.70 -0.38 -0.39 0.337
H 4.394069 1.035834 -4.039324 -0.07 0.19 -0.02 0.316
H 6.349882 -1.271210 -4.076200 0.41 -1.28 0.05 0.285
H 6.600155 0.277079 -3.302249 1.01 0.33 0.62 0.280
H 6.592496 -0.191346 -6.084933 -0.18 -0.80 -0.29 0.304
H 4.414872 0.493134 -1.878779 0.08 -1.78 -1.28 0.258
C -6.027791 0.762956 1.508742 -0.02 -0.20 -0.82 -0.437
C -6.020989 2.043947 0.669487 0.54 -0.26 0.65 -0.390
O -4.741708 2.654697 0.859222 -0.44 0.46 0.14 -0.433
O -4.971798 -0.068767 1.017910 0.39 -0.50 -0.37 -0.433
H -6.991763 0.238401 1.353245 0.62 0.01 0.14 0.300
H -5.843257 0.878077 2.569177 -0.34 0.58 0.34 0.344
H -6.860278 2.737678 0.830868 0.24 -0.21 0.26 0.354
H -6.050960 1.733756 -0.372463 -0.06 0.03 -0.14 0.241
H -4.698574 2.990835 1.770998 0.22 0.03 -0.34 0.242
H -4.072569 0.182405 1.324282 -1.07 0.11 -0.01 0.258
C 0.905390 -4.345831 -3.073788 0.05 -0.64 0.20 -0.734
C -0.186318 -3.327322 -2.869129 1.15 -0.30 1.13 -0.400
O 0.185914 -2.338636 -1.884372 -1.31 0.02 1.83 -0.399
O 1.989668 -3.723272 -3.712529 0.77 0.10 -0.32 -0.531
H 0.568258 -5.193134 -3.713342 -0.10 0.64 0.20 0.329
H 1.194631 -4.807292 -2.127509 0.08 0.11 0.17 0.310
H -1.096951 -3.833073 -2.696823 -1.24 -0.27 0.67 0.377
H -0.239439 -2.811486 -3.769264 -0.39 1.04 -1.78 0.365
H -0.457159 -2.266656 -1.097239 1.28 -0.64 -2.02 0.139
H 2.743879 -3.619683 -3.121366 -0.22 -0.02 0.12 0.314
C 4.835921 0.627057 3.005730 -1.44 -2.15 0.60 -0.556
C 3.822704 0.633473 4.268352 1.76 -0.20 -1.49 -0.359
O 3.426048 -0.693370 4.677962 -0.72 1.03 -0.79 -0.501
O 4.249983 0.243420 1.721560 0.30 -0.78 1.57 -0.448
H 5.646608 -0.083532 3.279092 -0.37 0.24 -0.23 0.317
H 5.305440 1.554446 2.828410 0.21 1.34 0.07 0.414
H 2.917147 1.195084 4.014003 0.13 -0.32 0.17 0.159
H 4.414056 1.179123 5.026559 -0.53 -0.34 0.12 0.394
H 4.090095 -1.202161 5.132493 0.70 0.21 0.16 0.288
H 4.120338 -0.731248 1.762319 -0.10 0.88 -0.36 0.194
C -2.207467 3.133623 4.444385 -0.75 0.03 -0.04 -0.628
C -1.757798 2.033229 3.540185 -1.70 -1.95 0.14 0.337
O -0.516734 1.479089 3.908229 -0.36 0.51 0.54 -0.578
O -3.245755 3.907614 3.848135 -0.71 -0.40 -0.21 -0.514
H -1.432032 3.796996 4.623105 1.93 1.16 0.46 0.316
H -2.535046 2.744781 5.401508 -0.04 -0.26 0.23 0.358
H -1.895128 2.242494 2.495175 0.69 0.88 -0.63 0.092
H -2.532697 1.239154 3.639195 0.23 -0.02 0.21 0.048
H 0.004871 1.402141 3.120049 0.68 -0.22 -0.73 0.218
H -3.833215 4.174092 4.561470 -0.02 0.11 -0.18 0.315
C 0.630820 0.962964 -1.172460 0.21 0.08 0.34 -0.609
C 1.348665 0.301034 -0.014734 1.42 -0.09 0.73 1.578
O 0.709256 0.395814 1.310462 -1.60 0.46 -2.09 0.135
O 0.462218 2.375678 -1.072854 -0.84 -0.28 0.72 -0.672
H -0.307225 0.413982 -1.261580 -0.40 0.38 -0.39 -0.038
H 1.183771 0.873332 -2.095628 0.37 -0.83 -0.13 0.456
H 2.333375 0.730869 0.181758 -0.10 0.01 -0.33 -0.337
H 1.509885 -0.775125 -0.222677 -0.22 0.74 0.00 -0.125
H -0.208249 0.100133 1.078411 0.61 0.07 0.80 -0.053
H -0.420818 2.468775 -0.666685 0.23 0.38 -0.09 0.454
```
Positions in Å, forces in eV/Å.



Entry from the OMol25 dataset: a structure of composition C14H7AuN5S3 in a non-equilibrium geometry (wB97M-V/def2-TZVPD).

Output
Charge: -1
Frontier orbital gap (Ha): 0.1795
Molar mass (g mol⁻¹): 538.41
E_tot (a.u.): -2141.83157
LUMO (hartree): 0.063

XYZ file:
```
30
Properties=species:S:1:pos:R:3:forces:R:3:mulliken_charge:R:1
Au 0.902748 1.674523 0.708271 -0.06 0.97 0.62 0.287
N 1.060846 -2.100329 -1.664500 0.29 0.09 -0.05 -0.028
C -0.252140 -2.404128 -1.384295 -0.20 0.22 0.21 0.613
C -1.075161 -3.463855 -1.741250 -0.01 -0.07 -0.04 -1.054
C -2.371892 -3.431285 -1.259806 0.13 -0.07 -0.09 -0.374
C -2.830095 -2.381255 -0.452696 -0.06 0.05 0.05 -0.504
C -2.010619 -1.327658 -0.098129 -0.07 0.04 0.05 -0.694
C -0.702636 -1.343293 -0.573352 -0.01 -0.37 -0.22 0.208
N 0.316783 -0.442029 -0.382761 0.41 -0.19 -0.26 -0.396
C 1.342483 -0.910679 -1.034372 -0.73 -0.29 0.08 0.280
C 2.626832 -0.248878 -1.084206 0.80 -0.04 -0.31 0.260
C 3.745367 -0.676173 -1.744148 -0.03 0.20 0.13 -0.150
S 5.026643 0.437285 -1.516117 -0.33 0.07 0.16 -0.140
C 3.977057 1.412317 -0.543979 0.39 -0.17 -0.24 -0.227
N 2.785284 0.939459 -0.410607 -0.42 -0.18 0.04 -0.211
H 1.699690 -2.636484 -2.220620 -0.02 -0.06 -0.03 0.202
H -0.720479 -4.275216 -2.364963 -0.04 -0.01 0.01 0.358
H -3.044961 -4.239687 -1.515871 -0.02 0.02 0.02 0.364
H -3.853344 -2.401880 -0.101032 0.01 0.02 0.01 0.383
H -2.355982 -0.512768 0.524807 0.04 0.01 -0.01 0.472
H 3.885373 -1.563711 -2.339126 -0.03 0.00 0.01 0.307
H 4.320221 2.334239 -0.099794 -0.08 0.00 0.03 0.465
S 0.384262 1.794219 3.106146 0.08 -0.21 -0.19 -0.575
C -0.959630 2.886113 2.949437 0.05 0.19 -0.47 0.460
C -1.707547 3.058671 4.150499 -0.27 0.07 0.40 -0.069
N -2.295686 3.164898 5.137685 0.06 0.00 -0.09 -0.527
C -1.355715 3.573253 1.828015 0.32 -0.27 0.28 0.459
S -0.624617 3.543378 0.250851 0.10 -0.24 -0.15 -0.575
C -2.494392 4.425450 1.920844 -0.39 0.28 0.05 -0.068
N -3.418706 5.115492 1.955083 0.09 -0.05 0.00 -0.527
```
Positions in Å, forces in eV/Å.



Entry from the OMol25 dataset: a structure of composition C14H7Cl3IrO7S2 in a non-equilibrium geometry (wB97M-V/def2-TZVPD).

Output
Expectation value of S²: 0.755
Frontier orbital gap (alpha / beta) (Ha): 0.2703 / 0.2207
Molar mass (g mol⁻¹): 649.91
E_tot (a.u.): -3345.64686
LUMO (alpha / beta) (hartree): -0.057 / -0.102
Multiplicity: 2

XYZ file:
```
34
Properties=species:S:1:pos:R:3:forces:R:3:mulliken_spin:R:1
Ir -0.334903 0.615459 0.150164 0.23 -1.20 1.06 0.633
Cl -2.784015 -3.546066 5.424583 0.00 0.00 0.00 0.001
C -1.956631 -2.434914 4.385554 -0.01 -0.02 -0.02 0.009
C -1.425707 -1.259705 4.928512 0.02 0.03 0.00 -0.003
C -0.759747 -0.358342 4.134431 -0.02 -0.04 0.06 0.026
Cl -0.107623 1.077229 4.818633 0.01 0.01 0.00 0.002
C -0.613887 -0.577270 2.747108 0.13 -0.01 -0.12 0.031
O 0.055646 0.301260 2.046224 -0.20 0.22 0.17 0.070
C -1.153500 -1.774632 2.222397 -0.06 0.04 -0.02 -0.032
C -0.966517 -2.145529 0.854646 0.09 -0.02 0.00 -0.003
O -0.518039 -1.444814 -0.065594 0.00 0.06 -0.02 0.008
C -1.813609 -2.701332 3.053871 0.00 0.00 0.02 -0.004
H -1.539425 -1.054771 5.984126 0.00 0.00 0.00 0.000
H -1.226713 -3.172734 0.580674 0.04 -0.02 0.02 0.000
H -2.207315 -3.616732 2.631604 0.00 0.00 0.00 0.000
Cl 4.001301 -0.278263 -5.770888 -0.01 0.00 0.01 0.001
C 2.774950 -0.069022 -4.561053 -0.01 0.00 -0.01 0.005
C 1.425254 0.002662 -4.952856 0.01 0.00 -0.01 -0.002
C 0.431852 0.159280 -4.027591 0.00 0.00 0.03 0.009
C 0.731301 0.259903 -2.647164 0.04 0.12 -0.13 0.006
O -0.273706 0.371341 -1.835228 -0.44 0.37 0.34 0.101
C 2.093210 0.200483 -2.268457 -0.02 0.00 0.00 -0.016
C 2.498834 0.305682 -0.912813 -0.02 0.11 0.01 0.002
O 1.772931 0.494641 0.074858 -0.02 -0.12 0.02 0.001
C 3.103179 0.027023 -3.244284 -0.01 0.00 0.01 -0.002
H 1.180536 -0.068408 -6.004439 0.00 0.00 0.00 0.000
H -0.606847 0.217124 -4.320924 0.00 0.00 0.00 -0.002
H 3.570705 0.214627 -0.703145 0.01 0.04 -0.02 0.000
H 4.138487 -0.023114 -2.931187 0.00 0.00 0.00 0.000
O -2.406447 4.020045 0.675661 -0.02 -0.22 0.55 -0.001
S -1.805627 2.858559 0.118272 0.27 0.50 -1.34 0.005
O -0.371704 2.587079 0.650545 -0.10 -0.26 -0.45 -0.003
O -1.757418 2.735476 -1.319060 -0.32 0.47 0.19 0.011
S -2.540208 0.985174 0.700621 0.40 -0.05 -0.38 0.147
```
Positions in Å, forces in eV/Å.



Which formula does entry 4 have? C14H7Cl3IrO7S2



What is the formula in the fourth record? C14H7Cl3IrO7S2